Entry 1:
Molecular formula: C20H16N2O4
Method: DFT, ωB97M-V/def2-TZVPD

Geometry as XYZ:
```
42
Properties=species:S:1:pos:R:3:mulliken_charge:R:1
O 0.76066 -2.39168 -1.79525 -0.619
O -0.29136 -2.44068 3.80143 -0.527
O -1.99808 -1.06815 3.68048 -0.559
O 0.57660 -0.52576 1.05903 -0.249
C 0.39628 -1.43049 -1.15258 0.426
C 2.36132 -1.84119 0.35881 -1.005
C 2.66157 -1.25204 1.61118 -0.515
C 1.10263 -1.25160 0.01001 0.435
C 1.54083 -0.50978 2.07959 0.127
C 1.82792 1.86226 5.06149 -0.858
C -1.21754 -1.61407 -5.06769 -0.264
C 0.72152 1.53244 5.78974 -0.360
C -1.34978 -0.41584 -5.78362 -0.473
C 2.04504 1.12520 3.85838 -0.502
C -1.12776 -1.80445 -3.71714 -0.664
C -0.14213 0.43290 5.41590 -0.375
C -1.35659 0.73411 -5.11086 -0.658
C 1.19090 0.13044 3.38041 0.543
C -0.97495 -0.60985 -3.03277 0.064
C 0.07908 -0.28257 4.23139 0.449
C -1.16385 0.64905 -3.72613 0.944
N -0.68155 -0.59964 -1.64670 0.267
N -0.80857 -1.32451 3.86974 0.929
C -1.08620 1.95458 -3.03264 -1.232
C -1.32815 0.53637 -0.94145 -0.675
C -0.75439 1.83591 -1.51759 -0.512
H 3.02989 -2.46757 -0.21824 0.507
H 3.43666 -1.51831 2.35224 0.402
H 2.44819 2.63909 5.45821 0.425
H -1.14535 -2.47144 -5.77259 0.273
H 0.39520 1.92199 6.78727 0.303
H -1.49047 -0.39579 -6.88850 0.327
H 2.94828 1.38771 3.39612 0.516
H -1.28081 -2.86037 -3.32502 0.306
H -0.86184 -0.05009 6.12477 0.331
H -1.43954 1.76463 -5.59114 0.279
H -2.08536 2.28278 -3.27224 0.437
H -0.51678 2.76299 -3.49517 0.458
H -1.09859 0.57592 0.12443 0.224
H -2.35273 0.51183 -1.05791 0.413
H 0.31587 1.95272 -1.43346 0.287
H -1.28608 2.53296 -0.87192 0.374
```

Summary:
Total charge ... 0
Energy ... -1182.0105 Eh
Strongest force on any atom ... 5.571 eV/A
Frontier orbital gap ... 7.463 eV
SMILES ... O=C(c1ccc(-c2ccccc2[N+](=O)[O-])o1)N1CCCc2ccccc21

---

Entry 2:
Molecular formula: C20H16N6O5
Method: DFT, ωB97M-V/def2-TZVPD

Geometry as XYZ:
```
47
Properties=species:S:1:pos:R:3:mulliken_charge:R:1
C -4.81683 -0.01760 1.96721 -1.533
C -3.31350 0.01249 1.74711 -0.042
H -2.79322 0.24870 2.68545 0.355
H -2.96444 -0.96297 1.38116 0.151
O -3.04741 1.01510 0.78326 -0.471
C -1.77902 1.22324 0.38079 0.121
C -0.66753 0.54139 0.83559 -0.034
C 0.60879 0.80412 0.32791 -0.687
C 0.76719 1.77054 -0.63319 0.250
C -0.34157 2.49240 -1.09733 -1.169
C -1.63123 2.23664 -0.60693 1.515
O -2.73177 2.86587 -1.00709 -0.592
H -2.48195 3.55208 -1.67151 0.415
N -0.11301 3.48021 -2.09253 1.179
O 1.01074 3.63202 -2.51652 -0.628
O -1.07438 4.13753 -2.49105 -0.795
H 1.73639 2.00033 -1.04810 0.655
C 1.79129 -0.01605 0.79232 0.993
C 2.19697 -0.99418 -0.26255 1.021
C 1.51067 -1.97799 -0.94771 -1.108
N 2.42512 -2.59117 -1.73934 0.455
N 3.64662 -2.05910 -1.63181 -1.160
C 3.51709 -1.09717 -0.74052 -0.007
O 4.54681 -0.31048 -0.35413 -0.401
C 4.22430 0.68252 0.52012 1.166
C 2.99907 0.85746 1.08440 -0.399
C 2.80928 1.89820 1.99998 -0.948
N 2.64668 2.73573 2.77153 -0.629
N 5.28112 1.51002 0.73600 -0.459
H 5.23045 2.16682 1.49467 0.241
H 6.18334 1.19427 0.42562 0.245
H 2.26943 -3.34224 -2.39176 0.190
C 0.09559 -2.35262 -0.89674 0.105
C -0.31518 -3.53828 -0.29378 -0.317
C -1.67376 -3.80301 -0.22091 -0.500
N -2.60100 -2.99099 -0.69778 -0.624
C -2.20970 -1.87842 -1.29492 -0.666
C -0.88000 -1.51015 -1.42401 -0.033
H -0.60245 -0.59366 -1.91969 0.657
H -3.00083 -1.24842 -1.67891 0.451
H -2.04035 -4.70577 0.24952 0.391
H 0.40751 -4.22341 0.12237 0.490
H 1.49684 -0.55432 1.70622 0.652
H -0.77567 -0.21901 1.59280 0.390
H -5.06535 -0.76623 2.71350 0.431
H -5.32050 -0.26017 1.03620 0.334
H -5.16063 0.95576 2.30504 0.350
```

Summary:
Total charge ... 0
Energy ... -1476.3842 Eh
Strongest force on any atom ... 1.624 eV/A
Frontier orbital gap ... 7.840 eV
SMILES ... CCOc1cc([C@@H]2C(C#N)=C(N)Oc3n[nH]c(-c4ccncc4)c32)cc([N+](=O)[O-])c1O

---

Entry 3:
Molecular formula: C20H16O3PPtS3
Method: DFT, ωB97M-V/def2-TZVPD

Geometry as XYZ:
```
44
Properties=species:S:1:pos:R:3:mulliken_charge:R:1
Pt -0.19881 -1.03047 0.75776 1.023
S -3.34577 1.20151 3.10832 -0.370
C -2.24525 0.38964 2.20567 0.170
S -0.68269 0.92385 1.69685 -0.330
S -2.35390 -1.18132 1.48041 -0.386
O -1.44795 0.49614 -2.10718 -0.818
P -0.67725 -0.35511 -3.04347 1.399
C 0.92873 0.32498 -3.52469 0.096
C 1.30440 0.59912 -4.83587 -0.241
C 2.54793 1.15894 -5.10076 -0.680
C 3.41528 1.44658 -4.05761 -0.420
C 3.04124 1.18145 -2.74604 -0.713
C 1.80090 0.62581 -2.47474 -0.193
C -0.26593 -1.95414 -2.31293 1.033
C -1.15167 -2.42998 -1.34442 -1.774
C -0.87161 -3.61265 -0.67145 -0.060
C 0.27952 -4.32705 -0.97576 -0.424
C 1.15142 -3.86450 -1.95063 -0.769
C 0.88323 -2.67544 -2.61620 -0.300
C -1.55929 -0.70376 -4.58949 -0.073
C -2.70627 0.04028 -4.84661 -0.513
C -3.43302 -0.18143 -6.00967 -0.581
C -3.01734 -1.14736 -6.91370 -0.403
C -1.87780 -1.89991 -6.65562 -0.669
C -1.15236 -1.68140 -5.49466 -0.094
H 0.62784 0.38369 -5.65293 0.362
H 2.83566 1.37291 -6.12266 0.389
H 4.38476 1.88233 -4.26646 0.357
H 3.71112 1.40829 -1.92671 0.423
H 1.51464 0.42365 -1.44810 0.248
H -2.03765 -1.85297 -1.11269 0.642
H -1.54311 -3.95988 0.10340 0.383
H 0.50665 -5.23784 -0.43727 0.375
H 2.05808 -4.41347 -2.17160 0.371
H 1.59376 -2.28718 -3.33708 0.388
H -3.01899 0.77761 -4.11712 0.463
H -4.32747 0.39630 -6.20533 0.381
H -3.58597 -1.32235 -7.81870 0.377
H -1.56014 -2.66212 -7.35603 0.386
H -0.27279 -2.27981 -5.28590 0.375
O 1.88567 -0.95823 0.37300 -0.626
C 2.30427 -2.02675 0.95173 -0.015
O 1.58828 -2.94276 1.34527 -0.584
H 3.40024 -2.08229 1.07318 0.389
```

Summary:
Total charge ... -1
Energy ... -2652.8536 Eh
Strongest force on any atom ... 0.695 eV/A
Frontier orbital gap ... 6.844 eV

---

Entry 4:
Molecular formula: C20H17ClF3NO4
Method: DFT, ωB97M-V/def2-TZVPD

Geometry as XYZ:
```
46
Properties=species:S:1:pos:R:3:mulliken_charge:R:1
O 2.63811 2.29020 0.02807 -0.702
C 1.88118 1.68319 -0.78132 0.569
N 0.68466 1.04095 -0.29673 0.086
C 0.30054 1.05778 1.01747 -0.024
C 1.08629 1.76411 2.04260 -1.197
C 0.38835 1.67308 3.43508 0.202
C -0.79741 0.97249 3.68660 -0.553
C -1.22570 0.05740 2.66508 -0.317
C -0.75507 0.23634 1.40846 0.602
Cl -1.61777 -0.55278 -0.00691 -0.213
H -2.27404 -0.61556 2.95876 0.190
H -1.02015 0.58211 4.83893 0.225
C 1.25620 2.31228 4.46314 0.875
F 2.07659 1.47677 5.05186 -0.221
F 0.41851 2.37841 5.65437 -0.375
F 1.47472 3.57163 4.29013 -0.197
H 1.76014 2.45851 1.85516 0.811
H 0.08509 0.88543 -0.92962 0.388
C 2.07285 1.47370 -2.17446 -1.422
H 2.99754 1.91896 -2.34673 0.506
H 2.00170 0.57775 -2.38119 0.710
C 0.96019 2.61254 -2.77343 -0.811
H 0.18897 2.79003 -2.20171 0.637
H 1.46257 3.53259 -3.15989 0.329
C 0.67124 1.60864 -4.03163 -0.876
C -0.36334 0.62967 -3.73403 0.488
O -0.92506 0.82488 -2.77684 -0.534
O -0.35867 -0.49388 -4.45912 -0.357
C -1.00920 -1.40000 -3.99494 -0.902
C -0.24882 -1.97092 -2.84471 0.552
O 0.83924 -1.58631 -2.40451 -0.604
C -0.67420 -3.13877 -2.01534 0.911
C -1.94941 -3.87643 -2.48596 -0.769
C -2.36794 -4.74992 -1.74983 0.018
C -1.86154 -5.06600 -0.46783 -0.108
C -0.91340 -4.57419 0.07536 -0.824
C -0.10330 -3.52064 -0.79933 -0.430
H 0.36224 -2.75158 -0.44945 0.563
H -0.38827 -4.66082 0.99937 0.451
H -2.42974 -5.90287 0.31757 0.089
H -3.42739 -5.31696 -2.16565 0.103
H -2.55783 -3.50433 -3.29939 0.248
H -0.86937 -2.15599 -4.78585 0.391
H -1.94399 -1.17242 -3.81763 0.590
H 1.36289 1.43580 -4.67645 0.576
H -0.10695 2.48930 -4.87251 0.326
```

Summary:
Total charge ... 0
Energy ... -1887.3592 Eh
Strongest force on any atom ... 15.063 eV/A
Frontier orbital gap ... 8.613 eV

---

Which formula does entry 1 have? C20H16N2O4

---

total charge of number 1 (C20H16N2O4)? 0

---

Which value of total charge does entry 3 give? -1

---

frontier orbital gap of number 3 (C20H16O3PPtS3)? 6.844 eV